Record 1
Entry from the OMol25 dataset: C33H28Cl5CrN4O7 as an isolated structure (the ωB97M-V functional and the def2-TZVPD basis).

* LUMO energy (spin up / spin down): -0.95 / -0.95 eV
* electronic energy: -146002.1851 eV
* gap between HOMO and LUMO (spin up / spin down): 6.37 / 6.41 eV
* total charge: 0
* 2S+1: 4
* highest occupied orbital energy (spin up / spin down): -7.32 / -7.36 eV

```
78
Properties=species:S:1:pos:R:3:mulliken_spin:R:1
Cr -0.094 -0.848 1.373 3.168
Cl -0.838 -2.691 3.635 0.013
Cl -1.777 -5.507 -1.797 -0.002
Cl -1.890 -5.619 3.586 -0.002
Cl -0.756 -2.618 -1.747 -0.003
Cl -2.333 -7.044 0.841 0.002
O 4.047 -1.043 3.397 0.000
O 3.944 -1.401 -5.309 0.000
O 4.105 0.889 -5.498 0.000
O 0.943 -0.546 -0.256 -0.064
O 2.301 -2.324 -0.422 0.014
O -1.898 -0.447 0.621 -0.084
O 1.531 -0.655 2.400 0.001
N -0.508 1.817 -0.730 0.024
N -0.910 0.516 2.725 -0.006
N -2.159 1.004 2.385 0.003
N -1.106 3.050 -3.205 0.000
C 2.507 -0.577 -2.020 -0.008
C -2.569 0.440 1.293 0.007
C 4.498 -0.351 -6.093 0.000
C 3.168 1.403 -3.276 0.000
C 2.560 0.988 6.042 -0.003
C -3.897 0.833 0.756 -0.001
C 1.312 1.216 5.533 0.004
C 3.107 -0.360 4.112 -0.004
C -0.566 3.244 -0.812 0.003
C -5.698 0.424 -0.799 0.000
C -0.978 -3.432 -0.228 0.012
C -1.281 1.117 -1.730 0.005
C -1.475 -4.735 -0.286 -0.014
C -0.384 0.997 3.794 0.056
C -4.556 1.976 1.204 0.001
C -0.695 -2.792 0.981 -0.090
C -1.530 -4.803 2.115 -0.016
C -0.921 1.549 -3.139 -0.001
C 0.910 0.658 4.302 0.008
C 3.571 0.563 -4.281 0.001
C -0.235 3.769 -2.213 0.000
C 1.913 -1.238 -0.795 0.033
C 3.475 -0.813 -4.164 0.000
C 3.460 0.189 5.319 0.008
C -5.770 2.345 0.643 0.000
C 2.964 -1.414 -3.045 0.001
C 1.811 -0.146 3.559 -0.009
C 2.622 0.802 -2.134 0.001
C 3.752 -2.413 3.110 0.004
C -4.479 0.057 -0.245 0.000
C -1.738 -5.428 0.893 0.020
C -1.027 -3.506 2.120 -0.076
C -6.344 1.573 -0.360 0.001
H 2.357 1.420 -1.289 -0.003
H 4.106 -0.406 -7.107 0.000
H -3.960 -0.835 -0.575 0.004
H 4.458 -0.003 5.693 0.000
H 5.589 -0.424 -6.092 0.000
H 2.728 -2.546 2.773 0.003
H 0.126 1.345 -3.370 0.000
H 4.421 -2.713 2.308 0.000
H -1.112 0.050 -1.618 0.004
H 0.605 1.838 6.072 0.001
H -1.571 3.586 -0.529 0.000
H -0.980 1.719 4.352 0.004
H 2.896 -2.489 -2.932 0.000
H 3.939 -3.026 3.996 0.000
H 3.307 2.475 -3.353 0.000
H -4.100 2.561 1.992 0.000
H -2.353 1.284 -1.569 -0.002
H -7.297 1.859 -0.789 0.000
H 0.387 1.364 -0.594 -0.014
H 0.130 3.692 -0.105 0.000
H 2.859 1.415 6.991 0.000
H -6.150 -0.193 -1.567 0.000
H -0.414 4.839 -2.322 0.000
H -0.922 3.392 -4.146 0.000
H -1.566 1.106 -3.898 0.000
H 0.793 3.535 -2.485 0.000
H -2.085 3.254 -2.991 0.000
H -6.279 3.233 0.998 0.000
```


Record 2
Entry from the OMol25 dataset: C40H51BrN5O2STi as an isolated structure (the ωB97M-V functional and the def2-TZVPD basis).

* LUMO energy: -3.31 eV
* electronic energy: -157847.6980 eV
* gap between HOMO and LUMO: 7.33 eV
* total charge: +1
* 2S+1: 1
* highest occupied orbital energy: -10.64 eV

```
101
Properties=species:S:1:pos:R:3:mulliken_charge:R:1
Br -1.495 1.747 1.126 -0.466
Ti -0.233 -0.286 0.653 0.260
S -2.727 -2.315 2.477 -0.149
O 1.026 -1.620 0.398 -0.495
O -1.689 -1.098 -0.024 0.409
N -1.109 -0.452 3.571 -1.228
N 0.872 0.690 -0.977 0.736
N -0.193 -1.018 2.676 0.982
N -3.328 -0.178 3.995 -0.367
N 1.532 0.885 1.538 0.753
C -3.684 -1.642 1.145 -0.963
C 5.349 3.353 3.752 -1.605
C 2.150 1.048 -0.743 -0.115
C -7.745 -0.287 1.488 -1.670
C 4.677 0.923 -4.226 -1.544
C 2.806 1.877 -5.567 -2.176
C 3.489 1.897 -4.201 1.846
C -3.003 0.758 -2.717 -1.681
C 3.992 3.320 -3.917 -1.515
C -7.382 -1.239 0.340 2.055
C 2.795 -3.049 3.235 -0.904
C -5.063 -1.666 1.246 0.201
C -2.325 -0.839 3.398 0.612
C 1.942 -2.270 1.108 0.492
C 1.745 1.126 2.835 -0.966
C 2.971 1.515 3.328 -1.020
C 5.434 2.011 3.012 1.987
C 2.991 1.428 -1.766 -0.769
C 1.208 1.159 -3.295 -0.873
C 6.480 2.124 1.904 -2.125
C 5.866 0.906 3.988 -1.616
C 3.861 -3.647 2.602 -0.843
C -2.011 -1.608 -2.856 -1.815
C -8.081 -0.753 -0.930 -2.089
C 0.714 -1.757 3.202 -0.436
C 2.535 1.114 0.685 0.218
C 3.804 1.472 1.114 -0.650
C 2.541 1.481 -3.087 0.538
C 0.421 0.771 -2.226 -0.298
C 1.827 -2.348 2.504 0.809
C 4.058 1.657 2.467 0.552
C -3.827 -1.006 -1.180 -0.876
C 3.962 -3.565 1.212 -0.604
C -3.046 -1.243 -0.042 0.418
C -7.891 -2.650 0.666 -1.640
C -5.864 -1.273 0.182 -0.396
C -5.214 -0.976 -1.005 -0.409
C 3.015 -2.890 0.467 -0.692
C -3.259 -0.752 -2.581 2.523
C -4.256 -1.162 -3.678 -2.185
H 3.078 -2.831 -0.611 0.549
H -4.269 -0.517 3.921 0.205
H -9.158 -0.721 -0.760 0.429
H -2.460 1.160 -1.859 0.284
H 4.538 3.381 -2.975 0.314
H 0.892 1.008 3.492 0.532
H 5.920 -0.062 3.485 0.377
H 3.163 4.028 -3.878 0.376
H -5.817 -0.726 -1.862 0.396
H -3.777 -1.037 -4.651 0.526
H -1.171 -1.415 -2.201 0.243
H 5.368 1.210 -5.020 0.451
H 4.651 3.313 4.589 0.328
H 6.594 1.186 1.356 0.422
H -7.759 0.253 -1.208 0.407
H 5.030 4.152 3.080 0.376
H 3.071 1.691 4.390 0.522
H 4.791 -4.043 0.706 0.453
H -2.261 -2.665 -2.744 0.440
H -7.458 -3.033 1.592 0.333
H -7.643 -3.347 -0.136 0.364
H -8.828 -0.249 1.616 0.463
H 5.176 0.815 4.827 0.330
H 5.231 0.930 -3.286 0.313
H 2.438 0.882 -5.822 0.425
H 3.527 2.168 -6.332 0.431
H 4.605 -4.185 3.173 0.441
H -4.549 -2.208 -3.577 0.438
H -5.504 -2.016 2.171 0.805
H 4.592 1.609 0.392 0.638
H 4.008 1.711 -1.538 0.491
H 2.691 -3.114 4.312 0.450
H 4.344 -0.098 -4.419 0.375
H -5.155 -0.548 -3.691 0.399
H -7.902 -1.422 -1.774 0.386
H -7.388 0.724 1.285 0.373
H -0.613 0.513 -2.380 -0.114
H -8.975 -2.638 0.786 0.457
H 6.853 1.138 4.391 0.452
H -3.161 0.748 4.353 0.236
H 7.447 2.364 2.346 0.427
H -2.456 0.987 -3.636 0.360
H 6.238 2.920 1.196 0.418
H 6.330 3.614 4.150 0.461
H 1.975 2.582 -5.615 0.391
H 0.759 1.198 -4.276 0.644
H -7.312 -0.617 2.434 0.316
H 4.669 3.633 -4.713 0.453
H 0.641 -1.936 4.274 0.406
H -1.688 -1.454 -3.888 0.415
H -3.955 1.291 -2.756 0.381
```


Record 3
Entry from the OMol25 dataset: C42H39BrCl2FIN4NiO5S as an isolated structure at a distorted geometry (the ωB97M-V functional and the def2-TZVPD basis).

* LUMO energy (spin up / spin down): -1.69 / -1.69 eV
* electronic energy: -218167.3786 eV
* gap between HOMO and LUMO (spin up / spin down): 5.20 / 5.20 eV
* total charge: 0
* 2S+1: 1
* highest occupied orbital energy (spin up / spin down): -6.89 / -6.89 eV

```
97
Properties=species:S:1:pos:R:3:mulliken_charge:R:1
I 3.419 -2.814 -0.377 0.215
Br 4.655 -6.131 -0.552 -0.146
Ni -0.226 -0.714 -1.773 0.047
Cl -2.390 -1.722 -0.306 -0.063
Cl -3.211 -1.696 -3.121 -0.158
S 1.374 -4.042 -4.306 -0.474
F -1.464 5.257 -2.274 -0.381
O 0.831 1.026 -1.255 -0.820
O -1.862 0.803 -1.758 -0.476
O -4.017 1.339 -1.355 -0.802
O 0.629 -1.489 -0.034 -0.473
O 1.248 -1.312 2.122 -0.817
N -2.864 8.818 0.580 -0.120
N -0.447 2.445 2.339 0.277
N -2.374 6.382 0.220 0.084
N 0.223 -2.644 -2.486 0.775
C 7.181 -4.461 2.249 -0.482
C 0.690 -2.571 -3.690 1.116
C 1.253 -6.128 -2.392 -1.456
C 5.045 -3.559 0.686 0.228
C 0.405 0.602 1.042 -0.036
C -0.086 -6.044 1.192 2.162
C 0.104 1.128 -5.570 -0.981
C 0.883 -6.494 -1.114 -0.378
C 0.107 2.723 4.776 -0.876
C -1.217 4.611 -1.103 0.430
C 1.179 -6.528 1.913 -1.613
C 0.019 1.165 2.205 -0.226
C -2.962 6.968 -0.996 -0.745
C 0.562 -1.313 -4.402 0.545
C 0.386 1.391 -0.165 1.321
C -0.200 0.932 -4.227 0.275
C -0.143 4.099 4.235 -0.501
C 5.691 -2.701 1.572 -0.497
C -3.264 8.002 1.778 -0.855
C -3.308 6.537 1.329 -0.380
C -0.677 3.200 1.201 0.247
C 0.279 -5.586 -0.222 0.521
C -3.084 0.555 -1.554 0.194
C 6.749 -3.146 2.350 -0.624
C 0.042 -0.289 -3.612 -0.170
C 0.393 -3.911 -1.938 -2.635
C -0.847 2.912 3.642 -0.278
C -1.105 -7.190 1.104 -1.832
C 6.549 -5.327 1.372 -0.496
C -3.454 -0.953 -1.521 0.151
C 0.815 -0.863 1.061 -0.292
C 0.875 -1.134 -5.749 -0.838
C 0.033 -4.297 -0.648 1.459
C 1.005 -4.819 -2.797 1.223
C -3.608 8.310 -0.622 -0.735
C -0.704 -4.909 2.013 -2.005
C -1.346 4.429 1.263 -1.109
C -1.662 5.142 0.118 -0.377
C 5.484 -4.879 0.600 0.282
C 0.653 0.100 -6.335 -0.735
C -0.261 2.704 -0.033 0.098
C -0.533 3.438 -1.176 -0.573
H 6.875 -6.355 1.281 0.378
H -4.654 8.223 -0.339 0.328
H 7.228 -2.465 3.042 0.355
H -3.709 6.320 -1.464 0.463
H -0.240 3.033 -2.134 0.583
H -4.326 6.251 1.033 0.266
H 1.914 -5.719 1.975 0.298
H -1.621 4.797 2.239 0.565
H -2.988 9.814 0.737 0.327
H -0.382 -3.547 0.005 -0.176
H -0.725 4.793 4.829 0.305
H 1.741 -6.834 -3.054 0.391
H 8.004 -4.818 2.856 0.347
H -1.400 -7.508 2.109 0.456
H -1.875 8.618 0.413 0.373
H -3.523 9.027 -1.433 0.389
H -2.521 8.172 2.553 0.429
H -2.001 -6.862 0.570 0.393
H -1.626 -4.542 1.554 0.353
H -0.696 -8.057 0.580 0.335
H 0.642 4.553 3.642 0.229
H -3.039 5.914 2.168 0.392
H 1.647 -7.368 1.394 0.319
H 5.342 -1.680 1.656 0.384
H 0.888 0.259 -7.380 0.365
H -4.234 8.354 2.123 0.368
H 1.088 -7.508 -0.789 0.397
H 1.279 -1.958 -6.330 0.419
H -0.304 2.456 5.739 0.245
H -0.012 -4.068 2.122 0.362
H -2.176 7.149 -1.717 0.535
H 1.060 2.265 4.548 0.318
H -0.658 1.729 -3.659 0.457
H 0.933 -6.851 2.929 0.472
H -0.102 2.088 -6.033 0.440
H 0.059 0.578 3.114 0.672
H -0.949 -5.280 3.011 0.466
H -1.903 2.795 3.854 0.412
H -4.484 -1.119 -1.242 0.395
```


Record 4
Entry from the OMol25 dataset: one molecule with the formula C4H9NO (the ωB97M-V functional and the def2-TZVPD basis).

* LUMO energy: 1.05 eV
* electronic energy: -7830.7373 eV
* gap between HOMO and LUMO: 10.63 eV
* total charge: 0
* 2S+1: 1
* highest occupied orbital energy: -9.58 eV
* SMILES: CC(C)NC=O

```
15
Properties=species:S:1:pos:R:3:nbo_charge:R:1
O -0.843 0.582 2.434 -0.522
N 0.125 -0.781 0.805 -0.731
C -0.419 -0.022 -0.337 -0.048
C -0.789 -0.991 -1.465 -0.616
C 0.750 0.965 -0.501 -0.596
C 0.112 -0.015 2.009 0.553
H 0.947 1.295 0.533 0.196
H 1.100 0.057 2.505 0.119
H -1.581 -1.666 -1.107 0.210
H 0.611 1.892 -1.054 0.209
H -0.232 -1.716 0.938 0.392
H 0.059 -1.613 -1.774 0.209
H 1.609 0.406 -0.892 0.213
H -1.190 -0.488 -2.352 0.221
H -1.331 0.531 -0.066 0.191
```